10
Properties=species:S:1:pos:R:3:lowdin_charge:R:1 method="wB97M-V/def2-TZVPD" homo_lumo_gap_ev="6.6 / 6.6" e_above_lowest_kj_mol=243.28 homo_ev="-8.44 / -8.44"
C -0.416 0.128 1.006 -0.091
C -1.405 0.022 0.097 0.009
C 0.881 -0.061 0.436 -0.210
C 0.658 -0.172 -1.224 0.127
C -0.719 -0.052 -1.173 -0.393
C 2.095 -0.066 0.642 0.049
F -1.373 -0.237 -2.335 0.031
F 3.320 0.046 0.348 0.240
H -0.604 0.342 2.116 0.140
H -2.437 0.049 0.087 0.098